1.
80
Properties=species:S:1:pos:R:3:forces:R:3 method="wB97M-V/def2-TZVPD" e_homo_ev="-2.508 / -3.129" charge=-1 largest_force_ev_per_a=2.10
Zn -0.180 -2.585 -1.613 -0.1 0.4 0.7
C 2.573 -3.021 -5.478 0.1 0.4 -0.5
C 1.938 -4.382 -5.555 -0.1 -0.5 -0.5
N 0.497 -4.385 -5.359 -0.9 0.5 0.5
C -0.035 -3.812 -4.176 0.2 -0.8 -0.1
S 0.812 -4.334 -2.680 -0.1 0.3 -0.5
N -1.123 -3.114 -4.264 0.2 0.2 -0.2
N -1.517 -2.564 -3.057 0.0 -0.4 0.4
C -2.793 -2.482 -2.688 0.2 0.3 -0.9
C -3.894 -2.453 -3.718 0.5 0.8 -0.1
C -3.057 -2.385 -1.303 1.5 -0.6 0.3
C -4.333 -2.251 -0.742 -0.8 0.1 -0.6
C -4.521 -2.319 0.599 -0.4 0.0 0.3
C -3.440 -2.541 1.460 -0.1 0.2 0.2
C -2.203 -2.645 0.871 0.0 0.2 -0.2
N -1.952 -2.585 -0.437 -0.8 0.2 -0.4
H 3.652 -3.079 -5.623 0.0 0.0 -0.2
H 2.422 -2.612 -4.495 -0.1 0.3 0.4
H 2.137 -2.336 -6.228 0.2 -0.2 0.3
H 2.425 -5.065 -4.860 -0.2 0.0 0.2
H 2.088 -4.833 -6.538 0.1 0.1 -0.1
H -0.026 -4.034 -6.164 0.3 -0.1 0.3
H -3.507 -2.063 -4.693 -0.3 -0.5 0.8
H -4.665 -1.773 -3.354 -0.1 0.0 -0.2
H -4.342 -3.425 -3.833 -0.2 -0.5 -0.3
H -5.186 -2.110 -1.408 0.2 0.0 0.3
H -5.511 -2.199 1.009 -0.3 0.0 0.0
H -3.575 -2.523 2.543 0.2 -0.2 -0.4
H -1.352 -2.742 1.502 0.8 -0.2 0.4
C 5.708 0.370 3.062 0.8 -0.1 -0.8
C 5.063 1.538 2.334 0.6 0.1 -0.4
C 5.215 2.834 3.123 0.2 0.0 0.0
C 4.431 2.739 4.422 0.2 -0.3 -0.6
C 3.034 2.255 4.168 -0.3 0.2 0.5
C 2.060 2.469 5.170 0.3 -0.1 -0.6
C 0.808 1.959 4.968 -0.5 0.1 0.6
F -0.111 2.144 5.962 0.0 0.0 -0.2
C 0.419 1.264 3.851 -0.5 -0.5 -0.3
C 1.368 1.053 2.833 -0.3 -0.1 -0.9
C 1.049 0.382 1.605 2.0 0.5 0.4
O -0.203 -0.034 1.372 -0.8 -0.5 0.6
C 2.080 0.113 0.654 -0.6 -0.2 -0.4
C 3.343 0.516 0.921 0.6 0.3 0.1
N 3.661 1.263 2.020 -0.3 0.7 1.2
C 2.684 1.580 3.019 0.6 -1.0 -0.8
C 1.900 -0.621 -0.698 0.1 0.1 0.9
O 2.916 -0.844 -1.330 0.3 -0.2 -0.5
O 0.702 -0.929 -1.002 -0.5 -0.1 0.0
H 6.816 0.484 3.071 -0.7 0.0 0.2
H 5.473 -0.534 2.515 0.1 -0.3 -0.1
H 5.327 0.249 4.050 -0.2 -0.1 0.9
H 5.615 1.639 1.388 -0.4 0.1 0.0
H 4.841 3.667 2.541 -0.3 0.2 -0.3
H 6.279 3.077 3.271 -0.2 -0.4 0.2
H 4.394 3.697 4.886 -0.1 0.9 0.4
H 4.926 2.096 5.143 0.2 -0.3 0.1
H 2.287 3.030 6.061 0.1 0.0 0.2
H -0.585 0.820 3.779 0.6 0.4 0.0
H 4.176 0.293 0.255 -0.4 0.0 0.1
C -2.219 4.039 0.137 0.9 0.1 0.0
C -1.941 2.595 -0.253 0.3 0.6 -0.2
C -1.539 2.528 -1.735 -1.2 -0.2 0.4
O -0.800 2.147 0.532 -0.6 -0.5 -0.3
B -1.066 0.810 0.772 -0.2 0.3 -0.2
O -2.329 0.407 0.425 0.0 -0.3 0.3
C -3.077 1.582 0.158 0.0 1.0 -0.1
C -3.767 2.044 1.450 -0.2 -1.4 0.4
C -4.109 1.279 -0.917 1.2 0.3 -0.7
H -1.456 4.719 -0.291 -0.4 -0.4 0.1
H -2.208 4.174 1.208 0.1 -0.1 0.3
H -3.187 4.341 -0.192 -0.8 0.3 -0.5
H -0.636 3.098 -1.903 0.2 0.1 0.0
H -2.361 2.945 -2.343 0.4 -0.1 0.1
H -1.405 1.490 -2.023 0.3 -0.1 -0.2
H -3.069 2.148 2.278 0.3 0.4 -0.1
H -4.400 1.213 1.805 -0.1 0.2 -0.4
H -4.387 2.924 1.344 0.0 0.2 -0.1
H -3.596 0.760 -1.743 -0.3 0.1 0.2
H -4.572 2.184 -1.303 0.0 0.2 0.0
H -4.881 0.650 -0.539 -0.5 -0.6 0.4

=====

2.
84
Properties=species:S:1:pos:R:3:forces:R:3 method="wB97M-V/def2-TZVPD" e_homo_ev="-10.326 / -10.325" charge=+1 largest_force_ev_per_a=2.03 spin_multiplicity=2
Cr 0.904 -0.014 0.661 0.6 1.9 0.5
Br 1.931 -6.269 2.692 0.0 0.2 0.0
C 1.714 -4.475 2.175 0.2 0.0 -0.1
C 2.776 -3.755 1.642 -0.1 -0.3 0.2
C 2.551 -2.456 1.251 0.0 0.3 -0.1
N 1.367 -1.834 1.356 0.0 -1.4 0.4
C 0.341 -2.544 1.878 0.5 0.0 -0.1
C 0.482 -3.861 2.291 -0.2 0.1 0.1
C -0.941 -1.834 1.876 -0.5 0.2 0.0
C -2.081 -2.287 2.518 0.3 -0.1 0.0
C -3.241 -1.538 2.399 -0.2 0.2 0.0
Br -4.802 -2.069 3.310 0.2 0.0 -0.1
C -3.245 -0.395 1.618 -0.1 -0.2 0.2
C -2.057 -0.004 1.032 0.2 0.2 -0.2
N -0.923 -0.688 1.169 -0.7 -0.3 0.2
H 3.757 -4.194 1.534 0.0 0.0 0.0
H 3.359 -1.886 0.816 0.0 0.1 0.0
H -0.372 -4.405 2.666 0.0 0.0 0.0
H -2.072 -3.191 3.108 0.0 0.0 0.0
H -4.147 0.183 1.486 0.0 0.0 0.0
H -1.993 0.885 0.424 0.0 0.1 0.0
C 0.370 -3.303 -1.408 0.1 0.1 0.0
C 0.551 -1.934 -1.960 -0.1 0.0 0.0
N 0.655 -0.799 -1.281 0.1 -0.1 -0.1
C 0.678 0.215 -2.214 -0.3 0.0 0.0
C 0.622 -0.314 -3.465 0.2 0.1 0.2
N 0.559 -1.668 -3.277 0.0 0.0 0.0
C 0.624 0.273 -4.829 -0.2 -0.1 0.0
O 0.550 1.578 -4.886 0.0 0.0 -0.4
O 0.678 -0.459 -5.786 0.0 -0.1 0.0
C 0.479 1.598 -1.704 0.0 0.0 -0.1
O 0.393 2.542 -2.496 0.0 0.0 0.2
O 0.371 1.643 -0.438 0.1 -0.1 0.2
H -0.363 -3.275 -0.604 0.0 0.0 0.0
H 1.307 -3.706 -1.018 0.0 0.0 0.0
H 0.003 -3.970 -2.185 0.0 0.0 0.0
H 0.475 -2.323 -4.041 0.0 0.0 0.0
H 0.463 2.003 -3.980 0.1 0.1 0.2
N 7.646 1.861 -0.928 -0.2 -0.1 -0.2
C 6.933 2.061 0.188 0.5 0.4 0.5
S 7.496 2.945 1.458 -0.1 -0.1 -0.2
C 5.566 1.490 0.227 -0.5 -0.2 -0.2
C 4.771 1.406 -0.912 0.1 0.1 0.1
C 3.477 0.931 -0.805 -0.1 -0.1 -0.1
N 2.921 0.535 0.343 0.6 0.2 -0.2
C 3.702 0.600 1.440 0.0 0.0 0.0
C 4.999 1.059 1.425 0.2 0.0 -0.1
H 8.549 2.298 -1.009 0.0 0.0 0.0
H 7.317 1.284 -1.682 0.0 0.0 0.0
H 5.116 1.750 -1.877 0.0 0.0 0.0
H 2.867 0.866 -1.694 0.0 0.0 0.0
H 3.245 0.289 2.367 0.0 0.0 0.0
H 5.577 1.095 2.336 0.0 0.0 0.0
C 1.181 3.336 2.311 0.1 -0.4 0.1
C 0.781 2.029 3.005 -0.1 0.6 0.3
C -0.685 2.073 3.440 0.3 -0.2 -0.2
O 1.024 0.896 2.207 -0.6 -0.8 -0.8
H 0.857 4.190 2.907 0.1 0.0 0.0
H 0.711 3.384 1.334 -0.1 0.1 -0.2
H 2.263 3.383 2.180 0.0 0.1 0.0
H 1.395 1.925 3.910 0.0 -0.1 -0.1
H -1.314 2.273 2.571 -0.1 0.0 0.0
H -0.833 2.863 4.176 0.0 0.0 0.0
H -0.979 1.118 3.880 0.0 0.0 0.0
C -3.155 2.665 -1.516 0.0 -0.1 0.0
N -3.924 1.981 -2.538 0.0 0.0 0.0
C -5.233 2.569 -2.783 -0.1 0.1 0.1
C -3.613 0.737 -2.975 0.2 -0.1 0.0
S -2.561 -0.291 -2.136 -0.2 0.1 0.0
N -4.188 0.357 -4.138 0.0 0.1 -0.1
C -4.460 1.317 -5.203 0.0 0.0 -0.1
C -4.171 -1.026 -4.581 0.0 0.0 0.0
H -3.140 3.731 -1.743 0.0 0.0 0.0
H -2.136 2.300 -1.505 0.1 0.0 0.0
H -3.603 2.526 -0.525 0.0 0.0 0.0
H -5.693 2.811 -1.822 0.0 0.0 0.0
H -5.884 1.867 -3.296 0.0 0.0 0.1
H -5.160 3.489 -3.367 0.0 0.0 0.0
H -4.079 2.300 -4.937 0.0 -0.1 -0.1
H -5.528 1.388 -5.418 0.0 0.0 0.0
H -3.946 0.990 -6.108 0.0 0.0 0.0
H -4.207 -1.693 -3.727 0.0 0.0 0.0
H -3.272 -1.249 -5.162 0.0 0.0 0.0
H -5.046 -1.195 -5.211 0.0 0.0 0.0

=====

> Look up the charge of the second one.

+1

=====

> The lowest charge belongs to which entry?

C30H36BFN5O5SZn

=====

> Among the records above, which one has the lowest charge?

C30H36BFN5O5SZn

=====

> Among the records above, which one has the highest charge?

C30H36Br2CrN8O5S2